98
Properties=species:S:1:pos:R:3:forces:R:3:mulliken_charge:R:1 method="wB97M-V/def2-TZVPD" de_lowest_kj_mol=0.0 orbital_gap_ev=5.37 homo_ha=-0.0839 e_lumo_ev=3.08 charge=-2 fmax_ha_per_bohr=0.004
Y -1.16822 -0.61114 -0.71361 -0.086 0.017 0.034 0.401
O 1.21836 -0.11001 -0.44064 -0.003 -0.009 0.037 0.738
C 2.21407 -0.37348 -1.09280 0.001 -0.018 -0.075 -0.522
C 2.21518 -0.97763 -2.41791 -0.015 0.028 0.031 0.846
C 3.44490 -1.32793 -2.96383 -0.014 0.010 0.006 -0.533
C 3.51011 -1.89701 -4.21697 0.011 0.001 -0.016 -0.499
C 2.34053 -2.12363 -4.96373 0.019 0.002 0.007 -0.563
C 1.12537 -1.77321 -4.45351 -0.015 0.003 -0.003 -0.718
C 0.99979 -1.17762 -3.15894 0.065 -0.073 0.029 0.091
O -0.14259 -0.84223 -2.71946 -0.132 0.130 -0.051 -0.378
N 4.79278 -2.26632 -4.77196 -0.008 0.000 0.021 1.030
O 4.81902 -2.75509 -5.89358 0.000 -0.001 -0.007 -0.678
O 5.79635 -2.07702 -4.10143 0.002 0.004 -0.003 -0.654
H 3.20374 -0.14106 -0.66359 -0.017 -0.008 -0.012 -0.164
H 4.35370 -1.15774 -2.40021 0.003 0.002 0.001 0.692
H 2.42631 -2.58017 -5.93944 0.001 0.001 0.001 0.493
H 0.20873 -1.94950 -5.00077 0.002 0.002 0.006 0.509
O -0.61585 1.66505 -1.16667 -0.002 -0.038 0.050 -0.301
S 0.19652 2.28489 -2.27455 0.024 0.013 -0.083 0.354
C 0.44498 4.00007 -1.72045 -0.045 -0.019 0.001 0.344
C -0.63156 4.88538 -2.36442 0.007 0.030 -0.006 -1.029
C -1.75285 3.96989 -2.85477 -0.007 -0.018 0.032 0.218
C -1.04989 2.77576 -3.48543 0.039 -0.002 -0.023 -1.135
H 1.46606 4.30169 -1.94859 0.003 -0.013 -0.023 0.699
H 0.34639 3.93338 -0.63718 0.000 0.002 0.022 -0.896
H -0.20384 5.42431 -3.21430 0.015 -0.003 0.008 0.366
H -0.98848 5.62777 -1.65049 -0.013 -0.008 0.001 0.457
H -2.40843 4.46960 -3.56869 -0.003 0.003 0.003 0.545
H -2.36865 3.62734 -2.02123 0.001 0.006 -0.023 -0.394
H -0.52177 3.04159 -4.40629 0.009 -0.001 0.011 0.576
H -1.67422 1.89825 -3.65282 -0.009 0.007 0.014 0.350
O -1.91767 -3.53634 -3.30699 0.026 -0.034 -0.022 -0.645
C -1.60129 -3.90452 -2.20939 -0.092 0.066 0.058 -0.569
N -1.11941 -3.07482 -1.16956 0.070 -0.042 0.010 1.027
C -0.86264 -3.84483 -0.14266 0.049 -0.116 0.034 0.151
O -0.35523 -3.47718 0.97831 0.050 0.045 0.003 -0.383
C -1.17775 -5.27123 -0.38637 -0.015 0.004 -0.027 -0.021
C -1.10235 -6.39570 0.40536 0.010 0.006 0.015 -0.322
C -1.51568 -7.59764 -0.16673 0.003 -0.004 0.010 -0.616
C -1.98161 -7.64889 -1.47656 -0.003 0.020 -0.019 -0.450
C -2.05345 -6.49868 -2.26250 0.006 -0.044 0.013 -0.677
C -1.64314 -5.31901 -1.68696 0.030 0.040 -0.023 0.332
H -0.74770 -6.33977 1.42571 -0.003 -0.012 -0.001 0.545
H -1.48088 -8.50823 0.41790 0.004 0.003 0.006 0.396
H -2.29902 -8.59902 -1.88798 0.000 0.000 0.003 0.387
H -2.42191 -6.52544 -3.27956 0.000 0.012 0.003 0.488
C -0.13483 -2.04010 1.06113 -0.104 0.072 -0.112 0.672
C 0.65232 -1.62899 2.00195 -0.093 -0.088 0.101 -1.071
C 1.40046 -0.87723 2.78560 0.132 0.035 -0.075 0.315
C 0.85284 -0.23063 4.00129 -0.041 0.014 0.048 0.226
C -0.52967 -0.15224 4.19104 -0.032 -0.022 -0.028 0.049
C -1.05629 0.47893 5.30271 0.018 0.018 0.030 -0.804
C -0.21503 1.04436 6.25573 -0.008 -0.012 -0.023 -0.443
C 1.15759 0.96309 6.08264 -0.005 -0.005 -0.010 -0.792
C 1.68714 0.32947 4.96600 0.012 0.003 0.009 -0.184
C 2.78874 -0.59754 2.32184 0.087 0.007 0.008 0.139
C 3.61564 -1.63260 1.88645 -0.050 -0.019 0.017 -0.135
C 4.86673 -1.36519 1.34811 0.056 -0.040 -0.041 -0.805
C 5.31371 -0.05559 1.23218 -0.002 -0.002 0.015 -0.490
C 4.49649 0.98482 1.65947 -0.048 0.011 0.020 -1.000
C 3.24962 0.71511 2.20541 -0.033 0.035 -0.003 0.154
H -1.19243 -0.57893 3.44658 0.017 0.013 -0.001 0.333
H -2.13141 0.54511 5.41591 0.002 0.000 0.005 0.414
H -0.62926 1.55410 7.11681 0.002 0.001 0.001 0.366
H 1.82593 1.40725 6.81040 -0.005 0.002 0.004 0.371
H 2.76108 0.28774 4.83552 -0.003 -0.009 -0.006 0.438
H 3.25951 -2.65321 1.96484 0.000 0.003 0.004 0.447
H 5.49140 -2.18475 1.01091 0.000 0.007 0.006 0.383
H 6.28852 0.15088 0.80645 -0.004 0.007 -0.004 0.411
H 4.79442 2.02127 1.56210 0.019 -0.007 -0.007 0.466
H 2.62170 1.54689 2.49911 0.005 -0.021 0.010 0.416
F -1.71978 1.09142 1.17869 0.005 -0.055 -0.013 0.135
C -1.74009 2.45794 1.16859 -0.089 0.017 -0.048 -0.083
C -0.64148 3.09379 1.70011 0.037 0.085 -0.016 0.584
F 0.34013 2.32487 2.19870 -0.003 -0.003 0.020 -0.021
C -0.50184 4.48731 1.70117 -0.066 -0.085 -0.003 0.514
C -1.60768 5.15745 1.16553 0.053 0.011 0.024 0.234
C -2.70558 4.50662 0.63823 -0.010 0.039 -0.006 0.508
F -3.65892 5.26086 0.05870 0.008 0.003 0.003 -0.474
C -2.81712 3.12040 0.58876 0.008 -0.091 0.016 0.604
C -3.91109 2.42468 -0.11177 0.027 0.019 -0.043 0.101
C -3.56625 1.37517 -0.94189 -0.034 0.022 -0.033 0.744
N -3.15635 0.52592 -1.63379 0.114 0.046 0.064 -0.883
C -5.26299 2.79458 0.03533 0.003 -0.067 0.026 -0.230
N -6.37346 3.09825 0.15579 0.014 0.034 -0.015 -0.806
F -1.57378 6.49983 1.05496 -0.020 0.012 0.003 -0.478
C 0.71118 5.15640 2.13695 0.090 0.011 -0.038 -0.072
C 0.71769 6.47699 2.62975 -0.002 0.008 -0.040 -0.132
N 0.75430 7.55751 3.04750 -0.012 -0.011 0.024 -0.774
C 1.96523 4.53317 1.98975 -0.001 0.030 0.116 0.178
N 3.01075 4.04571 1.86089 -0.016 0.003 -0.064 -0.703
F -2.90567 -2.52784 1.60045 -0.022 -0.020 -0.002 -0.335
C -3.26065 -1.63918 0.55634 0.049 -0.011 0.036 0.324
F -3.92951 -0.61106 1.22688 -0.013 0.033 0.007 -0.320
C -4.40286 -2.40864 -0.11315 0.001 -0.033 -0.053 0.440
F -3.95485 -3.59482 -0.60858 -0.009 0.008 -0.005 -0.222
F -4.93643 -1.73763 -1.14156 -0.010 -0.007 0.008 -0.271
F -5.42464 -2.72461 0.71372 0.006 0.002 0.014 -0.326